Computed, not measured: the ion CH3F3NS with charge +1 in a non-equilibrium geometry, with ωB97M-V/def2-TZVPD.

```
! wB97M-V def2-TZVPD RIJCOSX def2/J DEFGRID3
* xyz 1 1
C 0.090 -0.995 -1.077
N 0.641 0.299 -0.410
F 0.505 2.319 0.996
F -1.507 0.888 1.121
F 0.386 0.496 2.191
S 0.016 0.857 0.738
H -0.988 -1.240 -1.177
H 0.398 -1.719 -0.306
H 0.459 -0.905 -2.077
*
```

Its SMILES is C[N+]#S(F)(F)F. Its molar mass is 118.10 Da. Its relative energy (zero: lowest compared OMol25 entry of this formula, charge and spin) is 123.5 kJ/mol. Its calculated total energy is -791.99974 hartree.

---

Computed, not measured: a structure of composition CH3F3P2 in a non-equilibrium geometry, with ωB97M-V/def2-TZVPD.

```
! wB97M-V def2-TZVPD RIJCOSX def2/J DEFGRID3
* xyz 0 1
C -0.248 0.692 0.074
F -0.092 1.824 -0.741
F -1.745 -0.366 -1.812
F -1.114 -1.775 0.120
P 1.073 0.268 1.270
P -0.488 -0.731 -0.906
H 0.644 0.798 2.566
H 2.027 1.183 1.082
H -0.057 -1.895 -1.654
*
```

Its molar mass is 133.98 Da. Its relative energy (zero: lowest compared OMol25 entry of this formula, charge and spin) is 58.9 kJ/mol. Its calculated total energy is -1022.14654 hartree.

---

no.,highest occupied orbital energy (eV)
1,-18.01
2,-8.76